17
Properties=species:S:1:pos:R:3 method="wB97M-V/def2-TZVPD" total_charge=0 lumo_ev=1.01 energy_ha=-251.74626 homo_lumo_gap_ev=8.25 de_lowest_ev=3.1637 fmax_ha_per_bohr=0.129 smiles="C=C(CC)NC" homo_ev=-7.24
N 0.7204 1.0142 0.7332
C 1.9799 0.5936 1.1936
C -1.1259 1.2448 -0.7597
C 0.0364 -0.9626 -0.3928
C -0.1102 0.5102 -0.1629
C -1.4118 -1.5513 -0.4711
H -1.8407 -1.8411 0.6029
H 0.6090 -1.0138 -1.3916
H 2.4966 0.1241 0.2421
H 1.9017 0.0447 2.0192
H -1.5789 2.2780 -0.3623
H -1.3881 -2.4157 -1.0551
H 0.5838 -1.6527 0.1989
H 2.4670 1.5639 1.4618
H -1.7231 0.9600 -1.6977
H 0.7158 2.1013 0.5873
H -2.3320 -0.9976 -0.7460